Record 1
This record from the OMol25 dataset describes C24H42Br4GeN3O7RbSb as an isolated structure. The level of theory is ωB97M-V/def2-TZVPD.

```
83
Properties=species:S:1:pos:R:3
Rb -1.493 -0.326 0.103
C 0.356 -1.095 3.968
C -0.225 -2.261 3.161
C -1.745 -2.297 3.340
C 0.369 -3.576 3.667
O 0.042 -2.046 1.788
Ge 1.313 -2.921 0.738
O 2.498 -1.442 0.870
C 3.634 -1.256 0.058
C 3.231 -0.487 -1.206
C 4.293 -2.583 -0.337
C 4.638 -0.435 0.866
O 0.448 -2.295 -0.823
C -0.014 -3.181 -1.826
C -1.025 -4.176 -1.251
C -0.704 -2.332 -2.894
C 1.160 -3.936 -2.460
H 0.228 -1.248 5.044
H 1.421 -0.992 3.744
H -0.157 -0.173 3.694
H -2.021 -2.373 4.395
H -2.199 -1.384 2.942
H -2.161 -3.155 2.806
H 0.077 -3.733 4.709
H 0.007 -4.416 3.070
H 1.460 -3.573 3.609
H 2.496 -1.069 -1.764
H 2.766 0.465 -0.948
H 4.098 -0.290 -1.847
H 3.629 -3.181 -0.964
H 5.210 -2.393 -0.902
H 4.538 -3.172 0.549
H 4.195 0.527 1.136
H 4.891 -0.969 1.785
H 5.553 -0.245 0.300
H -1.872 -3.641 -0.816
H -1.408 -4.842 -2.029
H -0.553 -4.786 -0.476
H -1.595 -1.850 -2.487
H -0.017 -1.562 -3.258
H -1.032 -2.943 -3.739
H 1.662 -4.556 -1.714
H 0.819 -4.582 -3.275
H 1.884 -3.223 -2.861
Br -5.367 4.017 5.347
C -4.395 3.563 3.791
C -4.535 4.353 2.615
Br -5.694 5.847 2.626
C -3.834 4.034 1.481
Br -3.962 5.043 -0.107
C -2.936 2.901 1.406
O -2.300 2.614 0.388
C -2.785 2.081 2.644
O -2.014 1.110 2.663
C -3.555 2.478 3.795
Br -3.307 1.393 5.321
C 3.688 4.921 0.156
O 3.211 3.946 1.070
C 2.328 3.053 0.507
O 2.015 3.092 -0.655
N 1.921 2.191 1.465
N 1.083 1.122 1.153
H 4.366 5.555 0.724
H 2.865 5.514 -0.244
H 4.215 4.455 -0.676
H 2.380 2.254 2.360
H 0.276 1.170 1.767
H 1.572 0.228 1.256
N -5.158 -1.122 -1.799
C -4.211 -1.314 -1.146
C -0.296 1.875 -5.208
Sb -1.336 1.635 -3.324
C -2.911 0.489 -4.220
C -2.394 3.497 -3.465
H -1.014 2.122 -5.992
H 0.205 0.940 -5.461
H 0.454 2.663 -5.136
H -3.349 1.075 -5.031
H -3.669 0.231 -3.480
H -2.504 -0.438 -4.625
H -2.799 3.613 -4.471
H -1.743 4.336 -3.223
H -3.205 3.467 -2.738
```

E_LUMO (alpha / beta) in eV: 3.6204 / 3.2456
Spin multiplicity: 2
Net charge: -2

***

Record 2
This record from the OMol25 dataset describes C24H42Br4GeN3O7RbSb as an isolated structure. The level of theory is ωB97M-V/def2-TZVPD.

```
83
Properties=species:S:1:pos:R:3
Rb -0.244 0.487 -0.615
C -0.093 -4.620 2.116
C 0.574 -3.323 1.639
C 1.964 -3.658 1.100
C 0.702 -2.345 2.810
O -0.145 -2.719 0.580
Ge -2.023 -2.544 0.612
O -1.940 -0.876 1.467
C -3.091 -0.200 1.934
C -2.608 0.969 2.786
C -3.908 0.334 0.755
C -3.966 -1.119 2.796
O -2.024 -1.752 -1.095
C -2.419 -2.438 -2.262
C -3.867 -2.927 -2.138
C -1.495 -3.630 -2.527
C -2.326 -1.439 -3.414
H 0.543 -5.126 2.849
H -1.061 -4.420 2.578
H -0.257 -5.288 1.267
H 2.567 -4.162 1.861
H 1.876 -4.311 0.228
H 2.478 -2.742 0.804
H 1.268 -2.790 3.635
H 1.211 -1.441 2.472
H -0.289 -2.057 3.167
H -2.005 1.655 2.189
H -3.456 1.529 3.194
H -2.000 0.595 3.613
H -3.308 1.027 0.161
H -4.225 -0.487 0.107
H -4.793 0.870 1.110
H -3.365 -1.547 3.602
H -4.795 -0.556 3.236
H -4.378 -1.942 2.208
H -3.961 -3.665 -1.340
H -4.517 -2.081 -1.898
H -4.209 -3.377 -3.076
H -1.542 -4.335 -1.693
H -1.784 -4.152 -3.445
H -0.460 -3.296 -2.622
H -2.985 -0.590 -3.220
H -1.312 -1.049 -3.514
H -2.617 -1.902 -4.362
Br 1.187 6.901 -3.428
C 0.939 5.027 -3.346
C -0.105 4.420 -4.109
Br -1.231 5.504 -5.173
C -0.294 3.064 -4.074
Br -1.664 2.199 -5.040
C 0.521 2.198 -3.266
O 0.369 0.965 -3.213
C 1.601 2.831 -2.461
O 2.324 2.113 -1.758
C 1.761 4.259 -2.567
Br 3.162 4.988 -1.533
C 4.938 0.613 -1.469
O 4.181 0.341 -0.298
C 2.995 -0.299 -0.399
O 2.246 -0.313 0.552
N 2.796 -1.023 -1.540
N 1.584 -1.700 -1.814
H 5.758 1.251 -1.150
H 4.331 1.154 -2.196
H 5.349 -0.307 -1.898
H 3.295 -0.771 -2.372
H 1.194 -2.075 -0.945
H 0.922 -1.042 -2.216
N -1.160 3.285 -0.788
C -0.942 3.391 0.355
C 3.893 2.562 2.544
Sb 1.913 2.804 1.649
C 0.913 1.930 3.350
C 1.686 4.815 2.407
H 3.930 2.994 3.547
H 4.646 3.042 1.914
H 4.119 1.496 2.594
H 1.526 2.058 4.246
H 0.727 0.868 3.182
H -0.041 2.436 3.478
H 2.068 4.884 3.429
H 0.624 5.054 2.381
H 2.219 5.521 1.768
```

E_LUMO (alpha / beta) in eV: 3.8705 / 3.6858
Spin multiplicity: 2
Net charge: -2